The ion C5H10NO2 with charge +1 in a non-equilibrium geometry. Source: OMol25; level of theory: ωB97M-V with the def2-TZVPD basis set.

ORCA input file:
```
! RIJCOSX wB97M-V def2-TZVPD def2/J DEFGRID3
* xyz 1 1
C -1.9195 -0.8436 -0.0400
C -1.1684 1.6642 -0.1552
C -0.7914 0.3065 -0.0041
C 1.3831 -0.0238 -1.1707
C 1.3544 0.3128 1.1949
N 0.5558 -0.1977 0.0429
O -2.3406 1.9511 -0.0721
O -1.5060 -2.0489 0.0991
H -2.8998 -0.6357 -0.1293
H -0.2397 2.2401 -0.2505
H 0.6925 -0.3677 -1.9651
H 1.6294 0.9536 -1.2107
H 2.2024 -0.6124 -1.2068
H 1.5587 1.3948 0.9143
H 0.9715 0.1441 2.1965
H 2.1399 -0.3906 1.2950
H 0.5127 -1.1504 0.0421
H -2.1350 -2.6963 0.4195
*
```

Calculated values
energy relative to the best compared isomer or geometry (same formula, charge and spin)	423.0	kJ/mol
M	116.14	g/mol
highest occupied orbital energy (spin up / spin down)	-13.27 / -13.27	eV
SMILES	C[NH+](C)/C(C=O)=C\O
maximum force	9.338	eV/A

Here are the Mulliken charges for atoms 1 to 8, given in e: C -0.127; C -0.109; C 0.020; C -1.037; C -0.778; N 0.058; O -0.495; O -0.416

***

A cluster of 2 separate species, C5H10NO3 in total in a non-equilibrium geometry. Source: OMol25; level of theory: ωB97M-V with the def2-TZVPD basis set.

ORCA input file:
```
! RIJCOSX wB97M-V def2-TZVPD def2/J DEFGRID3
* xyz -1 1
C 1.5915 0.4669 0.9526
C 0.6863 -0.5949 1.5672
C 0.7886 1.7758 0.7282
O 1.3282 2.8960 1.1130
N -0.0911 1.7806 -0.3504
H 2.4027 0.5896 1.7074
H 1.9447 0.1977 -0.0038
H 1.0789 -0.8189 2.5380
H -0.4284 2.6845 -0.6860
H -0.7277 1.0080 -0.5662
H 0.8007 -1.5126 1.0123
H -0.3887 -0.4312 1.6778
C 0.0310 -1.5948 -1.6894
C -1.2410 -1.5074 -0.8936
O -1.3945 -2.4332 -0.0854
O -1.9795 -0.5409 -1.2149
H 0.7437 -0.8773 -1.1763
H 0.0114 -1.3479 -2.7168
H 0.4286 -2.6045 -1.8256
*
```

Calculated values
energy relative to the best compared isomer or geometry (same formula, charge and spin)	127.2	kJ/mol
M	132.14	g/mol
highest occupied orbital energy	-4.58	eV
maximum force	5.697	eV/A

Here are the Mulliken charges for atoms 1 to 8, given in e: C -0.349; C -1.141; C 0.370; O -0.702; N -0.235; H 0.218; H 0.378; H 0.435

***

A cluster of 2 separate species, C5H10NO3 in total in a non-equilibrium geometry. Source: OMol25; level of theory: ωB97M-V with the def2-TZVPD basis set.

ORCA input file:
```
! RIJCOSX wB97M-V def2-TZVPD def2/J DEFGRID3
* xyz -1 1
C 0.5690 1.6099 -0.6645
C 2.0298 1.6283 -0.2715
C -0.3747 1.8178 0.4944
O -1.1675 2.7603 0.5019
N -0.3450 0.9290 1.5127
H 0.1820 2.2663 -1.4301
H 0.3179 0.5511 -0.8923
H 2.7536 1.4925 -1.0726
H 2.1439 0.8028 0.4179
H -1.1458 0.9610 2.1233
H -0.0183 -0.0195 1.2721
H 2.4260 2.5535 0.1774
C -0.7621 -3.4118 -0.5070
C -0.1979 -1.9878 -0.3544
O 0.1423 -1.6745 0.8241
O -0.1874 -1.2243 -1.3359
H -0.1413 -4.1470 -0.0002
H -0.7222 -3.6566 -1.5713
H -1.7359 -3.3968 -0.0334
*
```

Calculated values
energy relative to the best compared isomer or geometry (same formula, charge and spin)	17.0	kJ/mol
M	132.14	g/mol
highest occupied orbital energy	-4.87	eV
maximum force	1.500	eV/A

Here are the Mulliken charges for atoms 1 to 8, given in e: C 0.120; C -1.103; C 0.500; O -0.717; N -0.426; H 0.250; H -0.018; H 0.314

***

The ion C5H10NO3 with charge +1 in a non-equilibrium geometry. Source: OMol25; level of theory: ωB97M-V with the def2-TZVPD basis set.

ORCA input file:
```
! RIJCOSX wB97M-V def2-TZVPD def2/J DEFGRID3
* xyz 1 1
C -0.4736 -0.6129 -0.0460
C 0.3742 -0.6458 -1.0502
C -0.2983 0.4760 0.9782
C 1.4783 1.2836 -0.6473
C -1.5725 -1.6174 0.2102
N 0.4350 1.6850 0.2916
O 0.7308 -1.2983 -2.1106
O 0.4328 0.1418 2.0793
O 1.4681 2.0930 -1.7349
H -1.2558 0.8684 1.3404
H 2.4337 1.0080 -0.2138
H -1.9401 -2.0237 -0.7263
H -2.3988 -1.1485 0.7355
H -1.2041 -2.4398 0.8232
H -0.2329 2.2414 -0.2621
H 0.7856 2.2657 1.0699
H 0.3828 -2.2031 -2.1639
H 1.1010 -0.5290 1.8874
H 2.1728 1.8741 -2.3537
*
```

Calculated values
energy relative to the best compared isomer or geometry (same formula, charge and spin)	335.6	kJ/mol
M	132.14	g/mol
highest occupied orbital energy	-13.12	eV
maximum force	4.904	eV/A

Here are the Mulliken charges for atoms 1 to 8, given in e: C 0.149; C 0.549; C -0.178; C -0.336; C -1.515; N -0.136; O -0.464; O -0.512

***

A cluster of 2 separate species, C5H10NO5S in total in a non-equilibrium geometry. Source: OMol25; level of theory: ωB97M-V with the def2-TZVPD basis set.

ORCA input file:
```
! RIJCOSX wB97M-V def2-TZVPD def2/J DEFGRID3
* xyz -1 1
C 1.6626 -0.5205 1.0834
C -0.1929 -1.6480 -0.3848
C 1.3034 0.1159 -1.3457
C -0.4175 0.6906 0.3325
C 0.6309 -0.3383 -0.0512
N -1.0344 0.8094 1.6539
O -2.3820 2.2283 -0.5032
O -1.2890 1.9443 2.0524
O -1.3431 -0.1757 2.2861
O -2.7172 -0.1632 -0.1181
O -1.4806 0.5932 -2.1378
S -1.9261 0.8670 -0.7799
H 1.8466 0.3529 1.7723
H 2.6014 -0.8398 0.6131
H 1.4406 -1.3739 1.8593
H 0.3686 -2.5233 -0.1934
H -1.1710 -1.5740 0.2382
H -0.5929 -1.4914 -1.2689
H 0.4290 0.4263 -2.0945
H 1.8992 0.9045 -1.2182
H 1.8432 -0.6643 -1.7807
H 0.5212 2.3798 -0.0149
*
```

Calculated values
energy relative to the best compared isomer or geometry (same formula, charge and spin)	615.3	kJ/mol
M	196.20	g/mol
highest occupied orbital energy	-5.73	eV
maximum force	5.977	eV/A

Here are the Mulliken charges for atoms 1 to 8, given in e: C -1.661; C -1.921; C -2.115; C -1.156; C 2.453; N 1.118; O -0.662; O -0.590

***

A cluster of 2 separate species, C5H10NO6P in total in a non-equilibrium geometry. Source: OMol25; level of theory: ωB97M-V with the def2-TZVPD basis set.

ORCA input file:
```
! RIJCOSX wB97M-V def2-TZVPD def2/J DEFGRID3
* xyz -2 1
C -3.5012 -2.0102 0.2513
C 0.1949 -0.8737 -0.7735
C 0.7410 1.2469 0.1925
C -0.2933 -0.4370 1.5337
C -3.3705 -0.8307 -0.7094
N -0.1619 0.1265 0.1581
O -2.4783 -2.5538 0.6485
O -2.5577 1.6897 -1.0995
O -5.0001 1.4017 -0.6299
O -4.6632 -2.3507 0.5238
O -3.1790 1.1895 1.2978
O -3.0535 -0.9714 -1.8728
P -3.6480 0.9334 -0.1000
H -0.5060 -1.6304 -0.6776
H 0.3888 -0.5259 -1.7788
H 1.3567 -1.1212 -0.4924
H 0.4043 2.1129 0.8995
H 1.7654 0.8304 0.5155
H 0.8952 1.6327 -0.8290
H 0.7698 -0.6968 1.8186
H -0.6520 0.3127 2.2055
H -0.8036 -1.4031 1.5885
H -1.7773 1.2332 -1.0852
*
```

Calculated values
energy relative to the best compared isomer or geometry (same formula, charge and spin)	5.3	kJ/mol
M	211.11	g/mol
highest occupied orbital energy	-0.58	eV
maximum force	4.601	eV/A

Here are the Mulliken charges for atoms 1 to 8, given in e: C 0.252; C -1.196; C -1.166; C -1.126; C 0.721; N 0.469; O -0.689; O -0.595

***

A structure of composition C5H10NS in a non-equilibrium geometry. Source: OMol25; level of theory: ωB97M-V with the def2-TZVPD basis set.

ORCA input file:
```
! RIJCOSX wB97M-V def2-TZVPD def2/J DEFGRID3
* xyz 1 3
C 0.9238 -0.1384 1.7373
C 2.0692 0.2703 1.3844
C 0.3370 -0.3717 -0.0610
C -0.0176 -1.8227 -0.3572
C -1.1802 1.5058 -1.3101
N -0.7921 0.5543 -0.1084
S 2.0031 0.1962 -0.4223
H 0.1532 -0.3704 2.5069
H 2.9392 0.4147 2.0074
H -0.5271 -1.8847 -1.3169
H -0.6546 -2.3303 0.3220
H 0.7742 -2.4894 -0.5161
H -1.5184 2.4140 -0.8887
H -0.3724 1.6400 -2.0136
H -2.0424 1.1119 -1.7672
H -1.6193 0.0980 0.1676
H -0.4756 1.2024 0.6357
*
```

Calculated values
expectation value of S²	2.01
energy relative to the best compared isomer or geometry (same formula, charge and spin)	310.6	kJ/mol
M	116.21	g/mol
highest occupied orbital energy (spin up / spin down)	-9.44 / -13.45	eV
maximum force	5.804	eV/A

Here are the Mulliken charges for atoms 1 to 8, given in e: C -0.810; C -0.078; C 0.181; C -1.465; C -0.823; N -0.073; S 0.023; H 0.411

***

A cluster of 2 separate species, C5H10O in total in a non-equilibrium geometry. Source: OMol25; level of theory: ωB97M-V with the def2-TZVPD basis set.

ORCA input file:
```
! RIJCOSX wB97M-V def2-TZVPD def2/J DEFGRID3
* xyz 0 1
C -1.2054 -0.8013 -0.3243
C -0.1748 0.3235 -0.1544
C -0.8300 1.5537 0.4960
C 1.0526 -0.1703 0.5920
C 2.0058 -1.3725 -0.8866
O 1.9242 -0.8360 -1.9266
H -2.0832 -0.4561 -0.8841
H -1.5548 -1.1630 0.6527
H -0.7877 -1.6595 -0.8677
H 0.1622 0.6255 -1.1599
H -0.1125 2.3749 0.6123
H -1.6694 1.9225 -0.1107
H -1.2215 1.3074 1.4921
H 1.8092 0.6113 0.7588
H 0.8012 -0.6464 1.5563
H 1.8935 -1.6370 0.1724
*
```

Calculated values
energy relative to the best compared isomer or geometry (same formula, charge and spin)	399.4	kJ/mol
M	86.13	g/mol
highest occupied orbital energy	-7.76	eV
maximum force	1.116	eV/A

Here are the Mulliken charges for atoms 1 to 8, given in e: C -1.360; C 0.916; C -1.498; C -1.437; C 0.047; O -0.323; H 0.357; H 0.322

***

A cluster of 2 separate species, C5H10O in total. Source: OMol25; level of theory: ωB97M-V with the def2-TZVPD basis set.

ORCA input file:
```
! RIJCOSX wB97M-V def2-TZVPD def2/J DEFGRID3
* xyz 0 1
C -2.2718 0.6292 0.0669
C -0.4551 -1.3324 -0.4322
C 0.5223 -0.8381 0.4952
C 1.9513 -0.8791 -0.1194
C 1.3882 0.4130 0.2801
O 1.0839 1.2953 -0.7447
H -2.0425 1.2048 -0.8346
H -1.8244 1.0996 0.9478
H -3.3519 0.5507 0.1889
H -1.9080 -0.3994 -0.0216
H -0.3331 -0.7632 -1.3759
H 0.4774 -1.1896 1.5251
H 2.7069 -1.3580 0.4951
H 2.0168 -1.0784 -1.1842
H 1.7518 0.8646 1.2052
H 0.2882 1.7811 -0.4916
*
```

Calculated values
energy relative to the best compared isomer or geometry (same formula, charge and spin)	482.3	kJ/mol
M	86.13	g/mol
highest occupied orbital energy	-8.29	eV
maximum force	0.549	eV/A

Here are the Mulliken charges for atoms 1 to 8, given in e: C -0.990; C -0.779; C -0.052; C -0.793; C 0.152; O -0.514; H 0.241; H 0.274

***

The molecule C5H10O in a non-equilibrium geometry. Source: OMol25; level of theory: ωB97M-V with the def2-TZVPD basis set.

ORCA input file:
```
! RIJCOSX wB97M-V def2-TZVPD def2/J DEFGRID3
* xyz 0 1
C -0.2568 2.0197 -0.2397
C -0.4337 0.7357 0.5557
C 0.3216 -0.4616 -0.0388
C 0.3795 -1.6371 0.9549
C -0.0709 -0.9060 -1.4104
O -0.6438 -0.2455 -2.2424
H -0.6466 1.8783 -1.2488
H -0.7736 2.8596 0.2350
H 0.8083 2.2671 -0.3108
H -0.1013 0.8805 1.5939
H -1.5054 0.4949 0.6360
H 1.3255 -0.1878 -0.4817
H -0.5669 -2.2002 0.9738
H 1.1727 -2.3420 0.6979
H 0.5434 -1.2893 1.9830
H 0.4478 -1.8662 -1.6575
*
```

Calculated values
energy relative to the best compared isomer or geometry (same formula, charge and spin)	67.1	kJ/mol
M	86.13	g/mol
highest occupied orbital energy	-9.57	eV
SMILES	CC[C@@H](C)C=O
maximum force	1.461	eV/A

Here are the Mulliken charges for atoms 1 to 8, given in e: C -1.194; C -0.465; C 0.713; C -1.504; C -0.244; O -0.482; H 0.292; H 0.353